Record 1
Density functional theory data (ωB97M-V/def2-TZVPD) for a 15-piece molecular cluster, C43H73N18O5S overall at a distorted geometry.

Geometry as XYZ:
```
140
Properties=species:S:1:pos:R:3:lowdin_charge:R:1
C 7.8457 2.1623 1.2553 0.022
C 6.8827 1.9229 0.1044 -0.525
O 7.3160 1.6638 -0.9759 0.116
O 5.5300 1.9302 0.2570 -0.029
C 5.0219 2.6873 1.3662 -0.201
C 3.5133 2.5149 1.3663 -0.180
C 2.9165 2.8501 -0.0272 -0.190
C 1.5887 3.5870 0.0991 -0.211
C 0.5335 2.7519 0.8518 -0.164
C -0.9061 3.1293 0.4677 -0.087
N -1.7164 3.2078 1.7176 -0.036
N -2.0301 4.4950 2.1938 0.091
C -3.1598 4.9366 1.6891 -0.300
C -4.4214 4.9851 2.4982 -0.013
C -3.2847 5.4860 0.2878 -0.008
C -2.0969 2.1512 2.3665 -0.344
N -2.7662 2.3088 3.5302 0.190
N -1.7599 0.9025 1.8091 0.073
C -1.4457 -0.1070 2.8544 -0.175
C -1.2311 -1.4576 2.1535 -0.171
C -0.1457 -1.3467 1.0553 -0.191
S -0.8047 -1.5122 -0.6099 0.585
O -2.0402 -2.2445 -0.5822 -0.305
O 0.2178 -2.1829 -1.3667 -0.284
O -1.0574 -0.0954 -1.2861 -0.156
H 8.7233 2.6276 0.8172 0.092
H 8.1335 1.1923 1.6569 0.097
H 7.4834 2.8288 2.0327 0.072
H 5.4020 2.2563 2.2962 0.110
H 5.2950 3.7447 1.3493 0.139
H 3.2851 1.4632 1.5584 0.099
H 3.0386 3.1130 2.1417 0.100
H 2.8503 1.9396 -0.6245 0.116
H 3.6063 3.5087 -0.5627 0.114
H 1.1720 3.8086 -0.8866 0.067
H 1.7280 4.5013 0.6781 0.121
H 0.6769 2.8763 1.9279 0.113
H 0.7326 1.6953 0.6533 0.090
H -1.3644 2.3886 -0.1791 0.103
H -0.8988 4.1037 -0.0005 0.073
H -4.1687 5.3548 3.4911 0.101
H -5.2090 5.5459 2.0016 0.082
H -4.7403 3.9410 2.5601 0.092
H -3.8064 6.4400 0.3998 0.098
H -2.3202 5.6449 -0.1820 0.056
H -3.9478 4.8440 -0.3014 0.105
H -2.9838 1.4297 3.9721 0.065
H -2.1911 2.9234 4.1260 0.039
H -2.6169 0.5692 1.3535 0.110
H -2.2994 -0.2642 3.5186 0.106
H -0.5698 0.1965 3.4237 0.114
H -2.1954 -1.7884 1.7679 0.104
H -0.9042 -2.1803 2.8981 0.124
H 0.5534 -2.1746 1.1475 0.107
H 0.4377 -0.4346 1.1592 0.089
H -1.8592 0.3066 -0.9045 0.024
C -3.8722 -5.1182 -0.4810 -0.050
C -4.3344 -4.8827 0.8841 -0.246
N -4.6800 -4.6985 1.9566 0.148
H -2.9584 -5.7082 -0.4750 0.092
H -4.6324 -5.6411 -1.0579 0.090
H -3.6725 -4.1514 -0.9392 0.056
C -4.0080 1.4334 7.5671 -0.052
C -2.7938 1.4330 6.7515 -0.247
N -1.8401 1.4323 6.1220 0.152
H -4.2914 2.4566 7.8058 0.084
H -4.8183 0.9541 7.0216 0.083
H -3.8287 0.8862 8.4900 0.090
C -4.2882 -0.8540 -2.9786 -0.029
C -4.2028 -0.1995 -1.6761 -0.253
N -4.0964 0.2992 -0.6519 0.153
H -3.4860 -1.5848 -3.0692 0.084
H -5.2474 -1.3590 -3.0744 0.094
H -4.1926 -0.1136 -3.7702 0.094
C -0.3501 -4.1148 -4.3196 -0.066
C -1.3641 -4.9652 -4.9457 -0.288
N -2.1591 -5.6290 -5.4276 0.121
H 0.6223 -4.6015 -4.3646 0.079
H -0.2927 -3.1617 -4.8419 0.072
H -0.6115 -3.9383 -3.2772 0.056
C -8.2014 -3.4676 2.8268 -0.072
C -8.6150 -3.2311 4.2100 -0.291
N -8.9295 -3.0464 5.2919 0.125
H -7.2767 -4.0433 2.8128 0.050
H -8.9744 -4.0201 2.2965 0.083
H -8.0355 -2.5167 2.3243 0.079
C -4.3672 -4.0195 5.1754 -0.073
C -3.7575 -2.8714 5.8499 -0.271
N -3.2823 -1.9636 6.3562 0.128
H -4.6371 -3.7419 4.1604 0.025
H -3.6613 -4.8463 5.1377 0.084
H -5.2603 -4.3368 5.7111 0.086
C 0.0241 -4.5979 -9.0995 -0.055
C 0.5842 -3.5378 -8.2644 -0.300
N 1.0230 -2.7092 -7.6125 0.121
H -0.2112 -4.2035 -10.0872 0.064
H 0.7456 -5.4069 -9.1992 0.085
H -0.8854 -4.9861 -8.6446 0.081
C 0.9798 5.7741 -4.1275 -0.047
C 0.5015 5.6965 -2.7475 -0.236
N 0.1364 5.6358 -1.6669 0.154
H 1.9233 5.2399 -4.2206 0.088
H 0.2478 5.3263 -4.7962 0.086
H 1.1293 6.8150 -4.4063 0.088
C 1.3560 1.0254 5.6024 -0.079
C 2.5975 1.6296 5.1152 -0.279
N 3.5858 2.0570 4.7320 0.144
H 1.1697 0.0967 5.0656 0.069
H 1.4453 0.8063 6.6644 0.090
H 0.5197 1.7039 5.4483 0.007
C 1.0091 5.4175 6.3062 -0.039
C 0.0344 4.5730 5.6181 -0.224
N -0.7187 3.9059 5.0801 0.159
H 2.0095 5.0109 6.1654 0.085
H 0.9720 6.4264 5.9008 0.088
H 0.7818 5.4499 7.3698 0.090
C 4.8623 -1.2754 1.4911 -0.050
C 4.3775 -1.3697 2.8701 -0.278
N 4.0069 -1.4435 3.9478 0.137
H 5.7996 -1.8201 1.3938 0.086
H 4.1285 -1.7055 0.8117 0.081
H 5.0261 -0.2329 1.2237 0.054
C 4.5276 -3.7956 -5.5233 -0.067
C 3.7087 -4.7904 -6.2139 -0.283
N 3.0577 -5.5573 -6.7537 0.131
H 4.0269 -3.4834 -4.6073 0.076
H 5.4983 -4.2103 -5.2624 0.030
H 4.6703 -2.9263 -6.1621 0.087
C 7.1267 -3.2923 -2.3662 -0.061
C 7.4589 -4.0104 -3.5968 -0.280
N 7.7346 -4.5705 -4.5520 0.144
H 6.0671 -3.4098 -2.1455 0.075
H 7.7103 -3.6925 -1.5396 0.083
H 7.3526 -2.2339 -2.4841 0.084
C 1.8010 -2.4661 -12.2060 -0.065
C 0.7875 -3.3190 -12.8306 -0.293
N -0.0044 -3.9868 -13.3106 0.130
H 2.7725 -2.9535 -12.2541 0.084
H 1.8533 -1.5136 -12.7290 0.082
H 1.5435 -2.2866 -11.1633 0.067
```

Calculated values
total charge: +1
orbital gap: 8.28 eV
lowest unoccupied orbital energy: -0.112 Eh



Record 2
Density functional theory data (ωB97M-V/def2-TZVPD) for C43H73N2OP2RuSSi as an isolated structure.

Geometry as XYZ:
```
124
Properties=species:S:1:pos:R:3:lowdin_charge:R:1
Ru 0.1970 0.0078 -0.3380 1.058
C -1.5568 3.3384 1.0097 -0.211
Si -0.9559 1.5806 1.2619 0.576
C -2.4909 0.4389 1.3703 -0.297
C -3.7123 1.0999 1.5513 -0.092
C -4.9107 0.4130 1.6759 -0.048
C -4.9150 -0.9695 1.6169 -0.045
C -3.7240 -1.6537 1.4269 -0.088
C -2.5118 -0.9778 1.2850 -0.374
P -0.9253 -1.8903 1.1771 1.079
C -0.6876 -2.5040 2.9373 -0.400
C -0.9901 -1.4439 3.9989 -0.195
C -0.6980 -1.9760 5.4033 -0.185
C -1.4964 -3.2399 5.6957 -0.191
C -1.2083 -4.2942 4.6351 -0.178
C -1.5068 -3.7676 3.2278 -0.191
C -0.9955 -3.4285 0.0984 -0.406
C 0.1806 -4.3967 0.4350 -0.203
C -0.2275 -5.8682 0.3401 -0.187
C -0.9397 -6.1377 -0.9787 -0.172
C -2.2227 -5.2904 -1.1092 -0.168
C -2.3322 -4.1670 -0.0664 -0.203
C 0.0646 1.5630 2.8464 -0.332
C -0.5365 2.0889 3.9940 -0.081
C 0.0603 1.9723 5.2400 -0.042
C 1.2732 1.3077 5.3620 -0.046
C 1.8984 0.8028 4.2339 -0.091
C 1.3167 0.9476 2.9726 -0.403
P 2.1873 0.3242 1.5047 1.042
C 3.0863 -1.1996 2.0297 -0.438
C 3.1860 -2.1256 0.7968 -0.229
C 4.2238 -3.2429 0.9853 -0.183
C 4.3461 -3.6240 2.4574 -0.185
C 4.8439 -2.4285 3.2921 -0.168
C 4.4795 -1.0766 2.6530 -0.196
C 3.4741 1.5944 1.0782 -0.388
C 2.9855 2.5155 -0.0704 -0.231
C 3.1487 4.0049 0.2234 -0.185
C 2.4910 4.3273 1.5589 -0.173
C 3.1972 3.6057 2.7190 -0.163
C 4.0451 2.4110 2.2556 -0.176
H -1.9900 3.7196 1.9375 0.042
H -2.3155 3.4138 0.2287 0.033
H -0.7293 4.0005 0.7476 0.026
H -3.7344 2.1799 1.6165 0.091
H -5.8324 0.9585 1.8311 0.118
H -5.8402 -1.5194 1.7282 0.119
H -3.7545 -2.7314 1.4061 0.083
H 0.3762 -2.7598 3.0086 0.096
H -2.0452 -1.1559 3.9369 0.127
H -0.3983 -0.5573 3.8242 0.061
H -0.9231 -1.1967 6.1333 0.115
H 0.3733 -2.1945 5.4897 0.118
H -2.5652 -3.0019 5.6901 0.122
H -1.2591 -3.6243 6.6881 0.118
H -1.8011 -5.1929 4.8122 0.120
H -0.1546 -4.5899 4.6927 0.121
H -2.5735 -3.5317 3.1590 0.117
H -1.2872 -4.5509 2.5090 0.076
H -0.7878 -2.9940 -0.8764 0.038
H 0.6128 -4.2086 1.4166 0.085
H 0.9842 -4.2290 -0.2880 0.105
H -0.8784 -6.1451 1.1728 0.113
H 0.6638 -6.4907 0.4265 0.122
H -1.1784 -7.1965 -1.0685 0.116
H -0.2491 -5.9098 -1.7973 0.105
H -3.1055 -5.9241 -1.0147 0.122
H -2.2759 -4.8633 -2.1139 0.073
H -2.6707 -4.5879 0.8794 0.103
H -3.0978 -3.4639 -0.3941 0.092
H -1.5084 2.5657 3.9248 0.108
H -0.4286 2.3791 6.1158 0.120
H 1.7348 1.1886 6.3335 0.121
H 2.8477 0.2960 4.3472 0.098
H 2.4194 -1.6549 2.7712 0.104
H 3.4596 -1.5296 -0.0839 0.087
H 2.1994 -2.5472 0.5950 0.063
H 5.1990 -2.9113 0.6211 0.119
H 3.9480 -4.1100 0.3826 0.112
H 5.0266 -4.4672 2.5686 0.116
H 3.3719 -3.9638 2.8239 0.107
H 5.9256 -2.4781 3.4217 0.118
H 4.4079 -2.4766 4.2923 0.114
H 5.2012 -0.8193 1.8731 0.120
H 4.5452 -0.2942 3.4060 0.087
H 4.2891 0.9694 0.6998 0.104
H 1.9143 2.3443 -0.2412 0.043
H 3.5046 2.2580 -0.9962 0.106
H 2.6876 4.5792 -0.5829 0.116
H 4.2061 4.2810 0.2378 0.124
H 1.4452 4.0006 1.5105 0.086
H 2.4771 5.4025 1.7337 0.118
H 2.4594 3.2914 3.4558 0.088
H 3.8659 4.2972 3.2332 0.120
H 4.2659 1.7694 3.1074 0.090
H 5.0127 2.7837 1.9110 0.125
N 1.8084 -0.2444 -2.0572 -0.057
C 1.6202 0.3903 -3.3914 -0.218
C 1.5849 1.9174 -3.2910 -0.196
C 0.3983 2.5839 -3.9806 -0.180
C -0.9559 2.1060 -3.4716 -0.249
N -0.9877 1.9546 -2.0003 -0.023
H 2.7170 0.0233 -1.6874 0.069
H 1.8265 -1.2560 -2.1564 0.077
H 0.6873 0.0086 -3.8026 0.066
H 2.4236 0.0740 -4.0590 0.125
H 2.5095 2.3440 -3.6812 0.122
H 1.5436 2.1768 -2.2361 0.055
H 0.4276 2.4197 -5.0603 0.124
H 0.4880 3.6630 -3.8331 0.119
H -1.1977 1.1358 -3.8999 0.071
H -1.7256 2.8012 -3.8167 0.122
H -1.9360 1.7194 -1.7218 0.069
H -0.7823 2.8476 -1.5596 0.061
C -3.0056 -2.4221 -3.3684 -0.213
S -1.3911 -1.6666 -3.4722 0.879
C -0.4370 -3.1255 -3.8996 -0.212
O -1.0187 -1.3075 -2.0467 -0.667
H -3.2842 -2.7497 -4.3701 0.076
H -3.6993 -1.6570 -3.0248 0.070
H -2.9821 -3.2599 -2.6727 0.028
H -0.9406 -3.6520 -4.7092 0.076
H -0.3527 -3.7621 -3.0202 0.042
H 0.5453 -2.8006 -4.2387 0.056
```

Calculated values
total charge: +2
orbital gap (spin up / spin down): 7.42 / 7.26 eV
lowest unoccupied orbital energy (spin up / spin down): -0.152 / -0.243 Eh
spin multiplicity: 6
ΔE to the lowest compared entry with this formula, charge and spin: 2.7 kcal per mole



Record 3
Density functional theory data (ωB97M-V/def2-TZVPD) for a 6-piece molecular cluster, C43H73NO7S2 overall at a distorted geometry.

Geometry as XYZ:
```
126
Properties=species:S:1:pos:R:3:lowdin_charge:R:1
C -6.1562 3.1075 1.5734 0.041
C -7.0299 2.1634 1.0932 -0.122
C -6.4813 1.0800 0.2416 -0.213
C -6.9164 0.9531 -1.0747 -0.005
C -6.3626 -0.0337 -1.8843 0.002
C -5.3841 -0.8959 -1.4181 -0.082
C -4.9771 -0.7700 -0.0814 -0.070
C -5.5125 0.2023 0.7465 0.048
C -3.9415 -1.6858 0.4772 -0.288
O -3.6859 -1.7107 1.6530 0.117
C -3.2026 -2.5410 -0.4933 -0.077
C -2.0950 -3.2433 -0.0187 0.022
C -1.3682 -4.0094 -0.9187 -0.025
C -1.6999 -4.1031 -2.2750 -0.210
C -0.8295 -4.9155 -3.2014 -0.140
C 0.0381 -4.0695 -4.1368 -0.191
C 1.3761 -3.6005 -3.5387 -0.166
C 1.1869 -2.6736 -2.3286 -0.208
N 2.1480 -1.5322 -2.2898 -0.182
C 1.4019 -0.2478 -2.3591 -0.263
C 1.1588 0.1786 -3.7876 -0.175
C 0.2239 1.4025 -3.8839 -0.238
C 0.3440 2.3751 -2.7052 -0.112
C 2.8002 -1.5739 -1.0026 -1.108
S 4.3887 -1.8705 -0.8982 0.717
S 1.7344 -1.2846 0.3769 0.954
C 2.7928 -1.3244 1.8300 -0.504
C 2.2405 -2.2556 2.9115 -0.312
C 0.9246 -1.7692 3.5275 -0.109
C -2.8342 -3.4261 -2.7116 0.052
C -3.5801 -2.6460 -1.8333 -0.074
C -4.7811 -1.9181 -2.3073 -0.298
O -5.2599 -2.1245 -3.3963 0.110
H -6.2199 4.1420 1.2609 0.065
H -5.3871 2.7212 2.2357 0.067
H -8.0961 2.1734 1.3102 0.092
H -7.6603 1.6214 -1.4827 0.115
H -6.6962 -0.0952 -2.9110 0.108
H -5.1705 0.2997 1.7647 0.127
H -1.8021 -3.1683 1.0149 0.115
H -0.4906 -4.5304 -0.5571 0.116
H -1.4854 -5.5292 -3.8198 0.118
H -0.2277 -5.5958 -2.5997 0.117
H -0.4759 -3.1688 -4.4817 0.111
H 0.3027 -4.6488 -5.0204 0.108
H 1.8715 -4.5065 -3.1774 0.108
H 2.0307 -3.1856 -4.3001 0.112
H 0.1710 -2.2761 -2.3517 0.108
H 1.2853 -3.2791 -1.4347 0.087
H 0.4363 -0.2890 -1.8465 0.100
H 2.0187 0.5022 -1.8728 0.109
H 2.0804 0.3897 -4.3292 0.115
H 0.6631 -0.6071 -4.3637 0.105
H -0.8055 1.0473 -3.8869 0.077
H 0.4073 1.9732 -4.7920 0.104
H 0.0015 1.9356 -1.7694 0.070
H -0.2083 3.2958 -2.8760 0.070
H 1.3739 2.6683 -2.5193 0.049
H 3.7828 -1.6742 1.5517 0.012
H 2.8604 -0.3263 2.2579 0.082
H 2.1289 -3.2656 2.5199 0.104
H 3.0249 -2.3052 3.6674 0.090
H 0.0640 -2.3154 3.1526 0.060
H 0.7954 -0.6926 3.4423 0.072
H 0.9510 -1.9832 4.5964 0.070
H -3.1191 -3.4763 -3.7542 0.135
C 4.6394 5.2456 -2.1399 -0.063
C 3.4208 4.9455 -2.9994 -0.497
C 3.2111 6.0180 -4.0575 -0.063
O 2.2584 4.8372 -2.1781 -0.068
H 4.5105 6.1950 -1.6126 0.080
H 4.7742 4.4705 -1.3850 0.079
H 5.5460 5.3055 -2.7436 0.080
H 3.5443 3.9746 -3.4823 0.136
H 3.0397 6.9904 -3.5874 0.081
H 2.3330 5.7907 -4.6627 0.079
H 4.0767 6.1004 -4.7164 0.080
H 2.1266 5.6840 -1.7384 0.090
C -3.4439 2.2221 -5.0835 -0.059
C -3.7145 0.8964 -5.7788 -0.484
C -5.1658 0.4702 -5.6172 -0.053
O -2.8549 -0.1110 -5.2485 -0.059
H -3.6343 2.1379 -4.0092 0.083
H -2.3992 2.5109 -5.2035 0.069
H -4.0738 3.0186 -5.4831 0.080
H -3.4744 0.9826 -6.8393 0.138
H -5.4077 0.3343 -4.5592 0.048
H -5.3419 -0.4842 -6.1135 0.086
H -5.8466 1.2132 -6.0366 0.082
H -3.0568 -0.2015 -4.3107 0.072
C 6.8908 -3.7424 6.4890 -0.062
C 5.8246 -3.2136 5.5439 -0.497
C 6.4303 -2.3151 4.4762 -0.055
O 4.8378 -2.4883 6.2787 -0.057
H 7.3888 -2.9162 7.0038 0.067
H 6.4457 -4.3803 7.2535 0.080
H 7.6451 -4.3196 5.9505 0.077
H 5.3066 -4.0484 5.0690 0.136
H 6.9155 -1.4467 4.9303 0.081
H 5.6529 -1.9371 3.8101 0.064
H 7.1704 -2.8512 3.8797 0.081
H 5.2797 -1.7459 6.7046 0.086
C 11.6167 -2.7059 7.4904 -0.062
C 10.5381 -2.1753 6.5585 -0.502
C 11.1301 -1.2896 5.4728 -0.061
O 9.5638 -1.4461 7.3054 -0.066
H 12.1273 -1.8803 7.9936 0.081
H 11.1767 -3.3354 8.2643 0.080
H 12.3590 -3.2908 6.9456 0.080
H 10.0076 -3.0108 6.0997 0.127
H 11.6263 -0.4216 5.9156 0.081
H 10.3449 -0.9144 4.8156 0.077
H 11.8583 -1.8338 4.8700 0.081
H 10.0074 -0.6999 7.7222 0.086
C -9.3055 4.8085 2.8175 -0.057
C -10.2549 5.4531 1.8200 -0.494
C -11.3437 4.4834 1.3854 -0.063
O -9.5273 5.9066 0.6784 -0.054
H -8.8051 3.9481 2.3687 0.044
H -8.5284 5.5134 3.1145 0.083
H -9.8340 4.4769 3.7127 0.083
H -10.7106 6.3376 2.2663 0.137
H -10.9039 3.6107 0.8937 0.077
H -12.0128 4.9574 0.6669 0.079
H -11.9332 4.1401 2.2368 0.080
H -9.1177 5.1371 0.2684 0.078
```

Calculated values
orbital gap: 7.47 eV
lowest unoccupied orbital energy: -0.033 Eh